Below is one molecule with the formula C3H8SSi in a non-equilibrium geometry, with properties calculated with ωB97M-V/def2-TZVPD.

Output
Gap between HOMO and LUMO ... 9.431 eV
ΔE to the lowest compared entry with this formula, charge and spin ... 8.25 kcal per mole
Structure (SMILES) ... C[Si]1(C)CS1
DFT total energy ... -806.768153 Eh

Each line ends with the natural charge from an NBO analysis.
Element x y z (Å)
C: 1.38 0.33 -1.27  -0.94
C: -0.42 1.51 1.13  -1.13
C: -0.60 -1.56 0.54  -1.08
Si: 0.50 0.01 0.38  1.44
S: 2.70 -0.15 0.00  -0.23
H: 1.27 -0.43 -2.18  0.24
H: 1.53 1.31 -1.59  0.22
H: -0.78 1.56 2.10  0.25
H: 0.25 2.37 1.22  0.25
H: -1.33 1.86 0.61  0.25
H: -1.23 -1.44 -0.29  0.24
H: -0.04 -2.46 0.45  0.25
H: -1.06 -1.68 1.56  0.25


Below is one molecule with the formula C3H8SSi in a non-equilibrium geometry, with properties calculated with ωB97M-V/def2-TZVPD.

Output
Gap between HOMO and LUMO ... 9.731 eV
ΔE to the lowest compared entry with this formula, charge and spin ... 12.01 kcal per mole
Structure (SMILES) ... C1C[SiH2]SC1
DFT total energy ... -806.762156 Eh

Each line ends with the natural charge from an NBO analysis.
Element x y z (Å)
C: -0.30 0.06 -1.08  -0.38
C: 1.18 0.36 -0.31  -0.91
C: -1.34 -0.69 -0.26  -0.47
Si: 0.70 0.38 1.47  1.01
S: -1.45 0.24 1.39  -0.26
H: -0.70 1.02 -1.16  0.20
H: -0.22 -0.39 -2.08  0.21
H: 1.70 -0.59 -0.66  0.25
H: 1.48 1.30 -0.80  0.25
H: -2.20 -0.67 -0.90  0.23
H: -1.09 -1.68 0.09  0.21
H: 1.09 -0.90 2.27  -0.16
H: 1.16 1.56 2.04  -0.18


Below is one molecule with the formula C3H8SSi in a non-equilibrium geometry, with properties calculated with ωB97M-V/def2-TZVPD.

Output
Gap between HOMO and LUMO (spin up / spin down) ... 8.817 / 6.426 eV
2S+1 ... 3
DFT total energy ... -806.665798 Eh

Each line ends with the natural charge from an NBO analysis.
Element x y z (Å)
C: 0.55 -0.04 -1.84  -0.70
C: 0.37 1.38 1.03  -1.03
C: -0.88 -1.40 0.35  -1.00
Si: 0.72 -0.24 0.06  1.21
S: 2.53 -1.28 -0.04  -0.20
H: 0.29 -0.78 -2.44  0.16
H: 0.86 0.84 -2.31  0.17
H: 0.27 1.26 2.09  0.24
H: 1.01 2.11 0.72  0.23
H: -0.59 1.55 0.78  0.23
H: -1.15 -1.27 1.43  0.22
H: -1.77 -1.04 -0.07  0.24
H: -0.60 -2.36 0.27  0.22


Below is C3H9AuI2O7P2 as an isolated structure, with properties calculated with ωB97M-V/def2-TZVPD.

Output
Gap between HOMO and LUMO (spin up / spin down) ... 8.294 / 7.515 eV
2S+1 ... 3
DFT total energy ... -2059.680832 Eh
Total charge ... +2

Each line ends with the natural charge from an NBO analysis.
Element x y z (Å)
Au: -0.30 0.55 -0.54  0.98
I: 1.84 2.17 -0.35  0.48
C: 1.95 2.18 -2.47  -0.72
I: 0.56 0.73 -3.14  0.49
H: 2.95 1.90 -2.78  0.27
H: 1.64 3.16 -2.83  0.27
C: -4.16 0.13 1.13  -0.71
C: -3.19 -0.86 1.71  -0.13
O: -3.68 -1.88 2.41  -0.55
P: -1.67 -0.19 2.54  2.41
O: -2.36 0.68 3.64  -0.97
O: -0.98 -1.35 3.31  -0.96
O: -0.83 0.57 1.58  -1.16
P: -2.19 -1.88 0.06  2.40
O: -3.38 -2.76 -0.44  -0.96
O: -1.08 -2.52 0.78  -1.04
O: -2.03 -0.72 -0.88  -1.10
H: -4.68 0.61 1.96  0.28
H: -4.89 -0.37 0.50  0.26
H: -3.64 0.89 0.54  0.26
H: -4.64 -1.98 2.30  0.52
H: -1.87 0.92 4.44  0.56
H: -0.57 -2.04 2.76  0.56
H: -3.34 -3.70 -0.21  0.56


Below is a 2-piece molecular cluster, C3H9BNO3 overall in a non-equilibrium geometry, with properties calculated with ωB97M-V/def2-TZVPD.

Output
Gap between HOMO and LUMO (spin up / spin down) ... 8.506 / 8.505 eV
ΔE to the lowest compared entry with this formula, charge and spin ... 33.49 kcal per mole
DFT total energy ... -424.806600 Eh
Total charge ... +1

Each line ends with the natural charge from an NBO analysis.
Element x y z (Å)
B: 0.43 -1.48 0.48  1.03
C: -1.41 1.18 0.46  0.33
C: -0.38 -1.35 -0.86  -0.48
C: -0.69 1.08 -0.79  -0.15
N: 0.70 1.49 -0.65  -0.74
O: -0.83 1.49 1.48  -0.55
O: -0.04 -2.30 1.41  -0.85
O: 1.57 -0.71 0.55  -0.90
H: -2.48 0.95 0.44  0.17
H: -1.40 -1.69 -0.89  0.23
H: 0.10 -1.29 -1.82  0.22
H: -1.17 1.18 -1.75  0.25
H: 0.73 2.26 0.05  0.45
H: 1.14 1.77 -1.53  0.44
H: 1.24 0.68 -0.19  0.48
H: 0.40 -2.47 2.24  0.52
H: 2.09 -0.78 1.35  0.53


Below is a 2-piece molecular cluster, C3H9BrN overall in a non-equilibrium geometry, with properties calculated with ωB97M-V/def2-TZVPD.

Output
Gap between HOMO and LUMO ... 8.318 eV
ΔE to the lowest compared entry with this formula, charge and spin ... 97.58 kcal per mole
DFT total energy ... -2748.069459 Eh
Total charge ... +1

Each line ends with the natural charge from an NBO analysis.
Element x y z (Å)
C: -2.37 -1.02 -0.23  -0.85
C: 0.89 1.56 -0.05  -0.43
C: 1.04 -0.67 0.91  0.08
N: 1.75 0.36 0.14  -0.65
Br: 1.46 -2.36 0.45  0.33
H: -2.12 -0.65 -1.22  0.21
H: -3.36 -0.67 0.04  0.24
H: -2.37 -2.10 -0.24  0.22
H: 0.50 1.88 0.91  0.26
H: 1.46 2.36 -0.51  0.25
H: 0.05 1.30 -0.70  0.25
H: -1.64 -0.67 0.50  0.19
H: 2.55 0.64 0.74  0.47
H: 2.15 0.05 -0.76  0.43


Below is a 2-piece molecular cluster, C3H9BrN overall in a non-equilibrium geometry, with properties calculated with ωB97M-V/def2-TZVPD.

Output
Gap between HOMO and LUMO ... 9.643 eV
ΔE to the lowest compared entry with this formula, charge and spin ... 21.53 kcal per mole
DFT total energy ... -2748.190664 Eh
Total charge ... +1

Each line ends with the natural charge from an NBO analysis.
Element x y z (Å)
C: 1.74 0.24 0.60  -0.44
C: 0.19 1.88 -0.25  0.12
C: -2.22 -1.47 -0.33  -0.61
N: 1.10 1.01 -0.44  -0.41
Br: -2.21 0.44 0.02  0.01
H: 2.83 0.27 0.47  0.25
H: 1.48 0.63 1.58  0.24
H: 1.44 -0.80 0.53  0.24
H: -1.20 -1.84 -0.35  0.22
H: -0.24 2.42 -1.07  0.24
H: -0.04 2.22 0.76  0.24
H: -2.79 -1.93 0.48  0.24
H: -2.72 -1.62 -1.28  0.24
H: 1.35 0.74 -1.39  0.44


Below is C3H9BrN3S as an isolated structure in a non-equilibrium geometry, with properties calculated with ωB97M-V/def2-TZVPD.

Output
Gap between HOMO and LUMO ... 8.019 eV
ΔE to the lowest compared entry with this formula, charge and spin ... 36.66 kcal per mole
DFT total energy ... -3255.821066 Eh
Total charge ... +1

Each line ends with the natural charge from an NBO analysis.
Element x y z (Å)
C: 0.18 0.99 1.47  0.36
C: -1.96 -0.40 -1.32  -0.39
C: 0.96 -1.59 -1.07  -0.45
N: 0.65 0.34 0.38  -0.34
N: 0.54 2.23 1.80  -0.71
N: 0.12 -0.81 -0.25  -0.40
S: -1.58 0.89 -2.17  0.10
Br: -2.90 -0.19 0.31  0.06
H: -0.59 0.75 2.09  0.23
H: -1.77 -1.37 -1.59  0.18
H: 1.13 -2.61 -0.65  0.23
H: 0.58 -1.68 -2.15  0.23
H: 1.95 -1.22 -1.06  0.22
H: 1.34 0.91 -0.16  0.43
H: 1.17 2.71 1.18  0.41
H: 0.56 2.40 2.78  0.43
H: -0.38 -1.36 0.40  0.40


Below is a 2-piece molecular cluster, C3H9BrSi overall in a non-equilibrium geometry, with properties calculated with ωB97M-V/def2-TZVPD.

Output
Gap between HOMO and LUMO ... 10.659 eV
ΔE to the lowest compared entry with this formula, charge and spin ... 51.01 kcal per mole
Structure (SMILES) ... C=CC[SiH3].Br
DFT total energy ... -2983.108763 Eh

Each line ends with the natural charge from an NBO analysis.
Element x y z (Å)
C: 1.03 -1.13 -0.14  -0.45
C: -0.51 0.81 -0.02  -0.91
C: 0.44 -0.22 0.63  -0.13
Si: -2.29 0.33 -0.08  0.91
Br: 3.95 0.66 -0.28  -0.27
H: 2.79 -0.18 0.14  0.22
H: 0.85 -1.43 -1.22  0.21
H: 1.61 -1.83 0.24  0.19
H: -0.03 1.10 -1.05  0.25
H: -0.26 1.67 0.48  0.25
H: 0.57 -0.23 1.76  0.22
H: -2.61 -0.04 1.25  -0.17
H: -2.74 -0.97 -0.94  -0.16
H: -2.80 1.46 -0.79  -0.17


Below is a 2-piece molecular cluster, C3H9ClNO overall in a non-equilibrium geometry, with properties calculated with ωB97M-V/def2-TZVPD.

Output
Gap between HOMO and LUMO (spin up / spin down) ... 9.782 / 7.360 eV
ΔE to the lowest compared entry with this formula, charge and spin ... 62.66 kcal per mole
DFT total energy ... -709.523071 Eh
Total charge ... +1

Each line ends with the natural charge from an NBO analysis.
Element x y z (Å)
C: -0.49 -1.50 -0.44  -0.71
C: -0.42 -0.52 0.67  0.01
C: 2.21 0.72 0.50  0.04
N: -0.87 0.83 0.34  -0.74
O: 1.65 1.55 -0.41  -0.70
Cl: 3.29 -0.48 -0.01  0.08
H: -0.16 -1.06 -1.38  0.22
H: -1.51 -1.88 -0.58  0.25
H: 0.14 -2.36 -0.21  0.27
H: -0.57 -0.83 1.68  0.21
H: 2.20 1.06 1.52  0.21
H: -1.69 0.85 -0.28  0.43
H: -0.08 1.34 -0.15  0.46
H: -1.08 1.36 1.19  0.45
H: 1.97 1.33 -1.30  0.52


Below is a 2-piece molecular cluster, C3H9ClNOP overall in a non-equilibrium geometry, with properties calculated with ωB97M-V/def2-TZVPD.

Output
Gap between HOMO and LUMO (spin up / spin down) ... 6.267 / 6.873 eV
ΔE to the lowest compared entry with this formula, charge and spin ... 23.72 kcal per mole
2S+1 ... 3
DFT total energy ... -1051.108705 Eh

Each line ends with the natural charge from an NBO analysis.
Element x y z (Å)
C: -2.06 -1.64 -0.25  -0.42
C: -0.33 -2.48 -1.62  -0.38
C: 1.89 2.99 1.90  -0.84
N: -0.78 -1.62 -0.77  -0.53
O: 1.55 -0.15 -1.34  -0.95
P: 0.59 -0.11 -0.29  1.57
Cl: -0.82 1.30 -0.82  -0.31
H: -2.16 -1.08 0.73  0.21
H: -2.59 -1.11 -0.93  0.19
H: -2.45 -2.68 -0.19  0.21
H: -0.96 -3.33 -1.91  0.19
H: 2.89 2.84 1.95  0.21
H: 0.63 -2.23 -2.10  0.21
H: 1.76 4.09 2.17  0.22
H: 1.54 2.82 0.87  0.21
H: 1.32 2.39 2.60  0.21


Below is one molecule with the formula C3H9ClNPS in a non-equilibrium geometry, with properties calculated with ωB97M-V/def2-TZVPD.

Output
Gap between HOMO and LUMO ... 9.152 eV
ΔE to the lowest compared entry with this formula, charge and spin ... 41.13 kcal per mole
Structure (SMILES) ... CC[P@@](=S)(Cl)NC
DFT total energy ... -1374.165381 Eh

Each line ends with the natural charge from an NBO analysis.
Element x y z (Å)
C: 1.91 0.19 0.39  -0.63
C: -1.38 -1.72 0.45  -0.43
C: 1.19 1.19 -0.46  -0.71
N: -0.90 -0.93 -0.70  -0.82
P: -0.68 1.19 -0.20  1.19
S: -1.35 1.61 1.57  -0.52
Cl: -1.63 2.20 -1.57  -0.20
H: 1.71 -0.82 0.06  0.24
H: 3.00 0.24 0.29  0.23
H: 1.65 0.49 1.43  0.24
H: -2.46 -1.81 0.57  0.18
H: -1.23 -2.75 0.06  0.20
H: -0.99 -1.58 1.37  0.21
H: 1.25 1.29 -1.64  0.24
H: 1.56 2.14 -0.16  0.23
H: -1.64 -0.93 -1.46  0.36


Below is C3H9CrO3 as an isolated structure in a non-equilibrium geometry, with properties calculated with ωB97M-V/def2-TZVPD.

Output
Gap between HOMO and LUMO (spin up / spin down) ... 9.364 / 10.597 eV
ΔE to the lowest compared entry with this formula, charge and spin ... 0.00 kcal per mole
2S+1 ... 5
DFT total energy ... -1389.629039 Eh
Total charge ... +1

Each line ends with the natural charge from an NBO analysis.
Element x y z (Å)
O: 3.30 0.30 -0.38  -1.10
H: 0.46 2.84 -0.44  0.54
H: 3.88 0.76 0.23  0.49
C: -0.37 -2.05 -0.30  -0.26
O: -0.17 -0.64 -0.19  -0.60
C: -1.34 0.14 -0.48  -0.10
C: -1.06 1.56 -0.06  -0.10
H: 0.58 -2.49 -0.60  0.22
H: -0.67 -2.45 0.68  0.22
H: -1.14 -2.26 -1.05  0.21
H: -2.20 -0.26 0.08  0.23
H: -1.56 0.07 -1.56  0.21
H: -1.82 2.23 -0.49  0.23
H: -1.06 1.65 1.03  0.21
Cr: 1.50 0.38 -0.45  1.37
O: 0.23 1.90 -0.57  -0.76


Below is one molecule with the formula C3H9F3N6 in a non-equilibrium geometry, with properties calculated with ωB97M-V/def2-TZVPD.

Output
Gap between HOMO and LUMO ... 10.664 eV
ΔE to the lowest compared entry with this formula, charge and spin ... 6.21 kcal per mole
Structure (SMILES) ... N[C@]1(F)N[C@@](N)(F)N[C@@](N)(F)N1
DFT total energy ... -747.866301 Eh

Each line ends with the natural charge from an NBO analysis.
Element x y z (Å)
C: -1.05 -1.03 -0.06  0.75
C: 1.17 -0.47 -1.04  0.75
C: -0.38 1.32 -0.19  0.76
N: 0.25 -1.40 -0.41  -0.66
N: -1.22 0.28 0.26  -0.65
N: 0.94 0.91 -0.48  -0.67
N: -1.52 -1.91 0.93  -0.82
N: 2.42 -0.91 -0.71  -0.82
N: -0.38 2.54 0.55  -0.86
F: -2.02 -1.22 -1.30  -0.49
F: 0.88 -0.57 -2.32  -0.32
F: -1.09 1.78 -1.54  -0.48
H: 0.32 -2.33 -0.70  0.40
H: -2.12 0.55 0.66  0.41
H: 1.40 1.53 -1.09  0.40
H: -2.55 -1.87 1.01  0.38
H: -1.18 -2.84 0.76  0.37
H: 3.12 -0.32 -1.02  0.36
H: 2.48 -0.80 0.32  0.39
H: -0.16 2.44 1.55  0.38
H: -1.31 3.09 0.45  0.40


Below is a 2-piece molecular cluster, C3H9IN2OS overall in a non-equilibrium geometry, with properties calculated with ωB97M-V/def2-TZVPD.

Output
Gap between HOMO and LUMO (spin up / spin down) ... 7.808 / 7.765 eV
ΔE to the lowest compared entry with this formula, charge and spin ... 85.52 kcal per mole
DFT total energy ... -1000.133848 Eh

Each line ends with the natural charge from an NBO analysis.
Element x y z (Å)
C: 1.74 2.34 1.52  -0.62
C: 0.41 -1.23 0.88  -0.44
C: 0.45 -2.27 -1.40  -0.44
N: 0.56 1.65 1.32  -0.15
N: 0.73 -1.23 -0.56  -0.64
O: 1.36 0.08 -2.65  -0.89
S: 1.28 0.19 -1.20  1.43
I: 3.68 0.02 -0.26  -0.32
H: 2.57 1.63 1.48  0.27
H: 1.84 2.53 2.65  0.24
H: 1.85 3.19 0.84  0.23
H: -0.38 -1.88 1.02  0.21
H: 1.18 -1.80 1.51  0.20
H: 0.28 -0.17 1.25  0.26
H: -0.43 -2.88 -1.09  0.21
H: 0.27 -2.02 -2.46  0.24
H: 1.31 -2.90 -1.56  0.20


Below is a 2-piece molecular cluster, C3H9INO3 overall in a non-equilibrium geometry, with properties calculated with ωB97M-V/def2-TZVPD.

Output
Gap between HOMO and LUMO (spin up / spin down) ... 7.642 / 7.643 eV
ΔE to the lowest compared entry with this formula, charge and spin ... 59.36 kcal per mole
DFT total energy ... -697.291131 Eh
Total charge ... +1

Each line ends with the natural charge from an NBO analysis.
Element x y z (Å)
C: 0.87 -1.63 -0.65  -0.29
C: -1.62 1.15 -1.20  -0.24
C: 0.51 0.09 2.32  -0.32
N: -0.76 -0.57 0.40  0.55
O: -1.70 -0.12 -0.46  -0.36
O: -0.15 0.44 1.01  -0.36
O: -1.19 -1.51 1.11  -0.44
I: -3.04 -1.06 2.12  0.42
H: 1.48 -2.18 0.10  0.22
H: 0.27 -2.22 -1.37  0.23
H: 1.43 -0.68 -1.00  0.23
H: -0.68 1.08 -1.80  0.20
H: -1.50 1.91 -0.56  0.20
H: -2.61 0.98 -1.76  0.25
H: 1.56 -0.17 2.20  0.21
H: 0.07 -0.82 2.86  0.23
H: 0.30 0.93 3.05  0.25


Below is one molecule with the formula C3H9N, with properties calculated with ωB97M-V/def2-TZVPD.

Output
Gap between HOMO and LUMO ... 9.943 eV
ΔE to the lowest compared entry with this formula, charge and spin ... 7.27 kcal per mole
Structure (SMILES) ... CC(C)N
DFT total energy ... -174.441457 Eh

Each line ends with the natural charge from an NBO analysis.
Element x y z (Å)
C: -0.22 0.33 -1.42  -0.62
C: 0.18 0.29 0.07  -0.05
C: -1.04 0.24 0.96  -0.62
N: 1.13 -0.80 0.32  -0.89
H: -0.41 1.34 -1.77  0.21
H: 0.60 -0.08 -2.00  0.22
H: -1.13 -0.22 -1.67  0.20
H: 0.75 1.21 0.23  0.18
H: -1.54 -0.73 0.85  0.20
H: -0.90 0.37 2.02  0.21
H: -1.81 0.91 0.60  0.20
H: 1.88 -0.60 0.97  0.38
H: 0.79 -1.74 0.15  0.37